[1]
The following is a DFT calculation (ωB97M-V with the def2-TZVPD basis set) of a molecular structure, C21H21N6O5S3Ta in a non-equilibrium geometry.

Output
Charge: +2
Molecular weight in g/mol: 714.59
HOMO in eV: -13.96
Relative energy (zero: lowest compared OMol25 entry of this formula, charge and spin) in kJ/mol: 54.3
Lowest unoccupied orbital energy in eV: -8.1
Calculated total energy in eV: -75337.9819
HOMO-LUMO gap in eV: 5.89

Each line ends with the Löwdin charge.
Atoms and positions in Å:
Ta -0.316 -0.127 0.490  1.3592
O -1.565 1.963 -0.212  -0.0589
C -2.535 1.915 -0.970  -0.1353
C -3.162 0.720 -1.477  -0.1152
C -4.486 0.782 -1.930  0.0897
C -5.136 -0.375 -2.306  -0.0987
C -4.472 -1.599 -2.359  0.0671
C -3.153 -1.678 -1.962  0.0498
C -2.499 -0.546 -1.462  -0.3236
O -1.299 -0.645 -0.930  -0.3131
N -6.583 -0.332 -2.574  -0.3584
O -7.102 0.753 -2.528  0.1206
O -7.118 -1.389 -2.768  0.1276
H -3.001 2.863 -1.284  0.1611
H -5.037 1.713 -1.929  0.1429
H -5.014 -2.477 -2.685  0.1416
H -2.630 -2.623 -1.967  0.1400
S 0.829 -2.231 1.020  0.6416
C 1.997 -2.270 -0.304  -0.6360
C 2.535 -3.497 -0.680  -0.0349
C 3.603 -3.559 -1.568  -0.1537
C 4.097 -4.827 -1.971  -0.1582
N 4.446 -5.859 -2.319  0.2241
C 4.156 -2.366 -2.076  -0.1531
C 3.565 -1.148 -1.765  -0.0354
C 2.478 -1.087 -0.897  -0.6427
S 1.847 0.503 -0.494  0.6746
C 5.345 -2.388 -2.850  -0.1573
N 6.332 -2.363 -3.426  0.2245
H 2.140 -4.410 -0.260  0.1291
H 3.958 -0.230 -2.178  0.1289
C 2.312 0.054 3.895  0.0132
N 2.022 1.417 3.506  -0.1307
C 2.818 2.430 4.157  0.0094
C 1.106 1.703 2.631  -0.2113
O 0.329 0.846 2.095  -0.3273
H 2.410 -0.016 4.978  0.1145
H 3.262 -0.257 3.459  0.1238
H 1.530 -0.621 3.548  0.0700
H 2.594 2.439 5.227  0.1161
H 2.614 3.417 3.747  0.1102
H 3.877 2.199 4.038  0.1191
H 0.998 2.755 2.347  0.1804
C -3.318 -1.969 5.453  -0.0259
N -2.945 -1.794 4.063  -0.0060
C -2.499 -0.733 3.424  -0.7209
S -2.579 -0.818 1.691  0.7353
N -2.016 0.389 3.951  -0.0247
C -1.690 0.709 5.326  -0.0348
H -4.218 -2.582 5.494  0.1090
H -3.535 -1.012 5.919  0.0880
H -2.534 -2.489 6.008  0.1049
H -3.188 -2.571 3.457  0.1362
H -1.933 1.156 3.297  0.1182
H -1.410 -0.189 5.866  0.0916
H -2.520 1.201 5.833  0.1053
H -0.846 1.396 5.323  0.0885

[2]
The following is a DFT calculation (ωB97M-V with the def2-TZVPD basis set) of a molecular structure, C31H27BrF6N5O5PrSSb in a non-equilibrium geometry.

Output
Molecular weight in g/mol: 1038.21
Spin multiplicity: 4
HOMO (spin up / spin down) in eV: -8.75 / -8.76
Relative energy (zero: lowest compared OMol25 entry of this formula, charge and spin) in kJ/mol: 20.7
Lowest unoccupied orbital energy (spin up / spin down) in eV: -0.5 / -2.6
Calculated total energy in eV: -168072.6156
HOMO-LUMO gap (spin up / spin down) in eV: 8.22 / 6.14

Each line ends with the Löwdin charge.
Atoms and positions in Å:
Pr 0.076 -0.719 -1.766  1.0778
O 3.554 -3.616 -2.016  0.0941
C 2.786 -2.690 -2.172  -0.4258
N 1.439 -2.718 -2.422  0.0338
C 0.872 -3.901 -2.834  -0.4197
O 1.410 -4.896 -3.273  0.0976
C -0.643 -3.903 -2.756  -0.1579
C -1.359 -4.926 -3.356  0.0190
C -2.737 -4.907 -3.271  -0.0361
C -3.362 -3.885 -2.563  -0.0380
C -2.572 -2.921 -1.979  -0.1081
N -1.240 -2.913 -2.092  0.0363
C 3.367 -1.285 -2.055  -0.1560
C 4.734 -1.151 -1.870  0.0192
C 5.273 0.118 -1.765  -0.0384
C 4.430 1.218 -1.843  -0.0441
C 3.080 1.000 -2.017  -0.1185
N 2.555 -0.225 -2.129  0.0369
H -0.808 -5.700 -3.871  0.1230
H -3.326 -5.681 -3.747  0.1117
H -4.437 -3.838 -2.462  0.1085
H -3.009 -2.118 -1.400  0.1201
H 5.326 -2.053 -1.817  0.1223
H 6.338 0.253 -1.624  0.1118
H 4.803 2.230 -1.762  0.1110
H 2.385 1.828 -2.072  0.1177
C -3.017 3.423 3.412  -0.0662
C -2.597 4.213 2.186  -0.1965
N -2.719 3.418 0.951  -0.1165
C -3.960 3.568 0.183  -0.2379
C -3.875 4.653 -0.877  -0.0687
C -1.725 2.635 0.558  -0.6139
S -1.930 1.737 -0.912  1.0503
N -0.630 2.571 1.307  0.1390
C 0.389 1.841 0.857  -0.3753
O 0.448 1.243 -0.260  -0.1546
C 1.578 1.722 1.750  -0.1171
C 2.667 0.940 1.369  -0.0070
C 3.760 0.810 2.212  -0.0561
C 3.769 1.459 3.439  -0.0732
C 2.686 2.242 3.823  -0.0721
C 1.594 2.374 2.982  -0.0199
H -2.963 4.054 4.302  0.0790
H -2.359 2.566 3.555  0.0728
H -4.043 3.059 3.318  0.0760
H -1.569 4.552 2.276  0.1120
H -3.229 5.090 2.043  0.1183
H -4.742 3.796 0.908  0.1218
H -4.224 2.603 -0.253  0.0920
H -3.636 5.618 -0.425  0.0775
H -4.834 4.746 -1.390  0.0828
H -3.112 4.422 -1.622  0.0672
H 2.647 0.417 0.430  0.0864
H 4.599 0.194 1.911  0.1085
H 4.620 1.352 4.102  0.1047
H 2.693 2.748 4.780  0.1036
H 0.742 2.976 3.272  0.1052
Br -2.649 -2.278 5.269  0.7289
C -1.066 -2.422 4.234  -0.6764
C 0.078 -2.956 4.805  -0.1204
C 1.237 -3.051 4.043  -0.0589
C 1.251 -2.611 2.728  -0.0005
C 0.092 -2.085 2.174  -0.1100
C -1.075 -1.989 2.922  -0.0569
C 0.075 -1.584 0.768  -0.5468
O -1.032 -1.210 0.264  -0.1185
O 1.152 -1.502 0.109  -0.0938
H 0.060 -3.293 5.832  0.1007
H 2.132 -3.472 4.486  0.1084
H 2.146 -2.675 2.122  0.1253
H -1.967 -1.578 2.471  0.1145
F -1.924 -0.275 -3.117  -0.3978
Sb -0.940 0.470 -4.615  1.3888
F 0.161 1.223 -3.204  -0.3822
F -2.010 1.967 -4.546  -0.3110
F 0.202 1.161 -5.882  -0.2999
F -2.033 -0.430 -5.785  -0.3001
F 0.144 -1.051 -4.331  -0.3140

[3]
The following is a DFT calculation (ωB97M-V with the def2-TZVPD basis set) of 2 unconnected molecules or ions with the total composition C2H8NS2 in a non-equilibrium geometry.

Output
Charge: +1
Molecular weight in g/mol: 110.23
HOMO in eV: -13.63
Relative energy (zero: lowest compared OMol25 entry of this formula, charge and spin) in kJ/mol: 161.5
Lowest unoccupied orbital energy in eV: -5.0
Calculated total energy in eV: -25355.8625
HOMO-LUMO gap in eV: 8.59

Each line ends with the Löwdin charge.
Atoms and positions in Å:
C -0.189 0.654 0.765  -0.1681
C -0.230 -0.370 -0.307  -0.7135
N -0.388 -0.001 -1.597  0.1390
S -0.505 -2.113 0.234  0.8639
S 2.540 -0.058 -0.274  0.5594
H -0.986 0.528 1.405  0.0716
H 0.669 0.370 1.390  0.0518
H -0.013 1.724 0.398  0.1243
H -0.594 -0.685 -2.384  0.1712
H 1.771 1.206 -0.090  -0.0732
H -0.260 1.005 -1.951  0.1851
H -0.072 -1.899 1.547  -0.0440
H 3.805 0.022 0.181  -0.1675

[4]
The following is a DFT calculation (ωB97M-V with the def2-TZVPD basis set) of a molecular structure, C24H32GaN10Se2.

Output
Charge: +3
Molecular weight in g/mol: 688.23
HOMO in eV: -15.54
Relative energy (zero: lowest compared OMol25 entry of this formula, charge and spin) in kJ/mol: 520.7
Lowest unoccupied orbital energy in eV: -10.9
Calculated total energy in eV: -223349.0916
HOMO-LUMO gap in eV: 4.61

Each line ends with the Löwdin charge.
Atoms and positions in Å:
Ga 1.490 0.889 -0.689  0.8717
Se -0.552 4.428 -0.057  0.7892
Se -1.308 4.544 2.134  0.9696
C -0.704 2.963 2.799  -0.5876
C -1.368 2.394 3.961  -0.0477
C -0.839 1.314 4.538  0.0400
C 0.486 0.817 4.070  -0.1881
C 0.859 1.314 2.701  -0.0797
N 0.310 2.315 2.138  0.0506
C -1.678 2.878 -0.444  -0.6391
C -3.107 3.002 -0.219  -0.1046
C -3.831 1.877 -0.182  0.0179
C -3.293 0.593 -0.615  -0.0818
C -1.773 0.599 -0.943  -0.3813
N -1.059 1.804 -0.714  0.0289
H -2.289 2.833 4.326  0.1330
H -1.316 0.836 5.390  0.1506
H 1.251 1.197 4.763  0.1988
H 1.703 0.850 2.189  0.0799
H -3.532 3.959 0.050  0.1045
H -4.848 1.900 0.194  0.1404
H -3.755 -0.295 -0.207  0.1509
H -0.698 -0.929 -1.639  0.0911
C 0.433 0.503 -3.728  -0.0710
N 1.713 0.716 -3.029  -0.3582
C 2.224 2.060 -3.356  -0.0810
C 2.667 -0.336 -3.444  -0.1750
C 3.906 -0.378 -2.581  -0.1856
N 3.566 -0.508 -1.161  -0.3787
C 4.723 -0.176 -0.326  -0.0823
C 3.070 -1.849 -0.846  -0.1007
H 0.548 0.606 -4.812  0.1167
H -0.301 1.238 -3.396  0.0842
H 0.064 -0.504 -3.538  0.0842
H 2.460 2.142 -4.421  0.1164
H 3.124 2.281 -2.782  0.0872
H 1.469 2.809 -3.112  0.0900
H 2.970 -0.177 -4.485  0.1466
H 2.146 -1.293 -3.412  0.1201
H 4.493 0.533 -2.707  0.1255
H 4.539 -1.209 -2.918  0.1461
H 5.617 -0.741 -0.615  0.1091
H 4.505 -0.406 0.718  0.0824
H 4.949 0.888 -0.407  0.0934
H 3.784 -2.636 -1.117  0.1126
H 2.130 -2.050 -1.366  0.0758
H 2.875 -1.919 0.226  0.0788
N 0.601 -0.684 4.137  0.1839
C -0.386 -1.468 3.314  -0.3603
N -0.961 -2.388 4.017  0.2165
C -1.805 -3.139 3.245  -0.3743
N -2.440 -4.141 3.821  0.2365
N -2.012 -2.893 1.940  0.2074
C -1.340 -1.906 1.380  -0.2128
N -0.458 -1.111 2.064  0.2173
C -1.585 -1.649 -0.052  -0.2016
C -2.431 -2.410 -0.767  0.0228
C -2.821 -2.095 -2.140  -0.0334
C -2.943 -0.872 -2.687  -0.0046
C -2.795 0.457 -2.042  -0.1121
N -0.926 -0.566 -0.718  0.0534
H 0.467 -1.016 5.099  0.1909
H 1.547 -0.969 3.860  0.1981
H -2.294 -4.348 4.796  0.1399
H -3.060 -4.721 3.278  0.1427
H -2.834 -3.309 -0.317  0.1274
H -3.110 -2.939 -2.757  0.1242
H -3.274 -0.830 -3.720  0.1308
H -2.959 1.319 -2.679  0.1630